(1)
This record from OMol25 describes the molecule ClHO4. The level of theory is wB97M-V/def2-TZVPD.

Properties
Energy above the lowest of the compared OMol25 structures with the same formula, charge and spin, eV: 0.331
Calculated total energy, a.u.: -761.42998
Gap between HOMO and LUMO, hartree: 0.4226
Lowest unoccupied orbital energy, eV: -1.00

XYZ file:
```
6
Properties=species:S:1:pos:R:3:forces:R:3
O -0.483166 0.803838 1.022134 -0.2 0.6 0.1
O -1.315176 -0.983390 -0.177604 -1.0 -2.1 -0.8
O -0.524649 0.913479 -1.333866 0.2 0.4 -1.4
O 1.279076 -0.547649 -0.112050 -2.6 0.9 -0.2
Cl -0.480469 0.108479 -0.209739 4.0 0.4 3.1
H 1.524385 -0.294757 0.811127 -0.5 -0.1 -0.7
```
Positions in Å, forces in eV/Å.



(2)
This record from OMol25 describes a structure of composition ClNO7Rb. The level of theory is wB97M-V/def2-TZVPD.

Properties
Calculated total energy, a.u.: -1065.20914
Multiplicity: 2
Gap between HOMO and LUMO (spin up / spin down), hartree: 0.2895 / 0.1756
Lowest unoccupied orbital energy (spin up / spin down), eV: -1.19 / -4.29
⟨S²⟩: 0.758

XYZ file:
```
10
Properties=species:S:1:pos:R:3:forces:R:3
Rb 1.540038 1.803092 -2.317386 0.0 -0.2 0.4
Cl 2.063886 0.329182 0.679090 -5.5 -8.6 8.2
O 1.941464 1.087999 1.845007 -1.0 0.8 3.0
O 3.019960 0.909066 0.010255 8.6 5.8 -9.1
O 2.523161 -1.066909 0.951194 -1.4 2.0 -0.4
O 0.770884 0.295755 0.055847 -0.7 0.2 -2.0
N -2.962278 -0.838235 -0.378468 1.1 -0.6 2.3
O -4.016053 -0.338890 -0.042462 -1.6 -1.5 0.0
O -2.772164 -2.129134 -0.105796 -0.6 3.6 -1.4
O -2.108900 -0.051927 -0.697281 1.2 -1.5 -1.0
```
Positions in Å, forces in eV/Å.



(3)
This record from OMol25 describes a cluster of 2 separate species, ClPS2 in total. The level of theory is wB97M-V/def2-TZVPD.

Properties
Energy above the lowest of the compared OMol25 structures with the same formula, charge and spin, eV: 2.044
Calculated total energy, a.u.: -1597.87494
Gap between HOMO and LUMO (spin up / spin down), hartree: 0.2327 / 0.2327
Lowest unoccupied orbital energy (spin up / spin down), eV: -2.35 / -2.34

XYZ file:
```
4
Properties=species:S:1:pos:R:3:forces:R:3
P 1.475389 0.883156 -0.052160 -1.9 -2.1 0.2
S 1.595169 -1.030309 0.026077 -0.1 2.2 -0.1
S -1.460431 1.096347 0.041714 2.0 -0.9 -0.1
Cl -1.610127 -0.949193 -0.015631 0.0 0.7 0.1
```
Positions in Å, forces in eV/Å.



(4)
This record from OMol25 describes a structure of composition ClZn2. The level of theory is wB97M-V/def2-TZVPD.

Properties
Energy above the lowest of the compared OMol25 structures with the same formula, charge and spin, eV: 0.000
Calculated total energy, a.u.: -4017.36367
Gap between HOMO and LUMO, hartree: 0.2988
Lowest unoccupied orbital energy, eV: -18.98
Net charge: +3

XYZ file:
```
3
Properties=species:S:1:pos:R:3:forces:R:3
Zn -0.755508 0.773931 -2.060609 0.0 -0.3 0.9
Zn 1.240087 -0.737259 1.636850 0.1 -0.1 0.2
Cl -0.484579 -0.036672 0.423759 -0.2 0.4 -1.1
```
Positions in Å, forces in eV/Å.



(5)
This record from OMol25 describes a structure of composition CoFH2O. The level of theory is wB97M-V/def2-TZVPD.

Properties
Energy above the lowest of the compared OMol25 structures with the same formula, charge and spin, eV: 1.402
Calculated total energy, a.u.: -1558.66594
Multiplicity: 4
Gap between HOMO and LUMO (spin up / spin down), hartree: 0.3797 / 0.3244
Lowest unoccupied orbital energy (spin up / spin down), eV: -7.28 / -8.50
⟨S²⟩: 3.758
Net charge: +1

XYZ file:
```
5
Properties=species:S:1:pos:R:3:forces:R:3
H 1.886303 1.166972 0.875720 4.1 -0.1 -0.1
F 2.763876 1.569864 1.182600 -4.1 -0.7 -0.5
Co 0.424824 2.130583 1.623461 -1.1 0.3 0.3
O -0.991290 1.255819 1.050008 1.5 0.5 0.2
H -1.880854 1.475577 1.335491 -0.5 0.0 0.1
```
Positions in Å, forces in eV/Å.



(6)
This record from OMol25 describes a structure of composition CoN4O12. The level of theory is wB97M-V/def2-TZVPD.

Properties
Calculated total energy, a.u.: -2504.08436
Multiplicity: 5
Gap between HOMO and LUMO (spin up / spin down), hartree: 0.2870 / 0.1368
Lowest unoccupied orbital energy (spin up / spin down), eV: 1.85 / -2.20
⟨S²⟩: 6.012
Net charge: -1

XYZ file:
```
17
Properties=species:S:1:pos:R:3:forces:R:3
Co 0.191818 -1.070251 -0.698618 0.9 -0.3 1.6
N 2.939248 0.030232 0.099467 3.1 -0.3 -2.5
O 2.539156 1.021229 0.623710 -1.3 1.5 1.2
O 4.019224 -0.050244 -0.487954 1.3 1.1 0.3
O 2.314491 -1.046690 0.009428 -4.8 -2.4 -0.1
N -1.031360 1.847863 -0.047569 -3.0 5.4 4.0
O -1.671778 2.040492 1.011441 0.4 -0.2 -1.9
O -0.395364 0.961549 -0.315789 3.9 -7.6 -1.3
O -0.902026 2.804809 -0.810480 -1.2 2.5 -0.7
N -0.491864 -1.340937 2.540309 -1.4 6.2 4.3
O -0.385187 -1.593216 1.387994 -0.1 -3.3 -7.1
O 0.482828 -0.673688 3.005002 -1.2 -1.7 1.4
O -1.681541 -1.327814 3.058605 2.8 -1.1 -0.1
N -1.574560 -0.429360 -2.456667 6.0 1.6 0.3
O -2.290345 0.455615 -2.286767 -3.9 6.2 -3.4
O -1.714131 -1.258365 -1.609923 0.9 -7.4 3.8
O -0.348611 -0.371224 -3.022190 -2.3 -0.3 0.3
```
Positions in Å, forces in eV/Å.



(7)
This record from OMol25 describes a structure of composition CrH48O24. The level of theory is wB97M-V/def2-TZVPD.

Properties
Energy above the lowest of the compared OMol25 structures with the same formula, charge and spin, eV: 0.531
Calculated total energy, a.u.: -2878.22864
Multiplicity: 4
Gap between HOMO and LUMO (spin up / spin down), hartree: 0.3204 / 0.3734
Lowest unoccupied orbital energy (spin up / spin down), eV: -9.80 / -8.36
⟨S²⟩: 3.764
Net charge: +3

XYZ file:
```
73
Properties=species:S:1:pos:R:3:forces:R:3
Cr -14.143513 1.146893 13.816697 -0.3 0.1 0.2
O -13.437849 2.435262 12.258303 -0.3 -0.7 0.9
H -13.218729 2.180346 11.362073 0.2 -0.8 -0.8
H -13.180182 3.355325 12.315918 0.1 0.9 0.5
O -14.346681 -0.236155 11.466490 1.3 0.3 0.7
H -13.743082 -0.276616 10.724691 0.2 0.0 -0.1
H -15.202708 -0.441912 11.090832 -1.3 -0.2 -0.4
O -14.385750 -0.448851 18.017649 0.1 -0.1 -0.2
H -14.272964 -1.397043 18.084302 -0.1 -0.4 0.2
H -14.371964 -0.141231 18.923961 -0.1 0.2 0.4
O -14.452736 3.133420 14.622410 0.7 -1.1 0.0
H -13.804524 3.544474 15.194335 0.7 0.2 0.0
H -15.172571 3.763176 14.583985 -1.1 0.4 -0.6
O -16.474587 2.995070 10.309924 0.1 -0.5 0.2
H -15.893958 3.571818 9.813463 0.1 0.1 -0.3
H -17.125877 3.582486 10.693318 -0.3 0.2 0.0
O -12.975636 5.524736 14.899083 -0.2 -0.4 -0.1
H -12.954489 5.884689 15.785779 0.0 0.4 0.3
H -12.054709 5.410122 14.664578 0.3 0.2 0.0
O -16.474027 1.394400 15.529570 0.5 -0.8 0.2
H -17.222558 1.637586 14.984785 -0.5 0.2 -0.3
H -16.793460 1.479051 16.427920 0.2 0.5 0.6
O -18.275902 -1.777816 12.560153 0.0 0.1 -0.7
H -18.101201 -1.539675 13.470658 -0.1 0.2 0.4
H -17.956576 -2.676755 12.481704 -0.2 -0.3 -0.2
O -15.867934 1.687832 12.755810 0.6 -0.1 0.6
H -16.766792 1.849216 13.042574 -0.7 -0.2 0.6
H -15.904199 1.757561 11.801840 0.4 0.2 -0.9
O -16.796509 -0.554133 10.494786 0.2 0.3 -0.3
H -17.178122 -0.000494 9.813552 0.1 0.2 -0.4
H -17.550627 -0.925467 10.952663 -0.4 -0.4 0.7
O -11.656276 1.198354 17.336684 -0.1 -0.1 0.0
H -11.730382 0.785803 18.197234 0.0 -0.1 0.4
H -10.724102 1.395281 17.244421 0.4 0.1 0.1
O -17.880220 -1.433951 15.175089 0.7 0.1 0.2
H -17.843795 -2.308013 15.563568 -0.3 -0.5 0.2
H -17.951237 -0.841469 15.923518 -0.1 0.4 0.2
O -12.374348 0.173121 13.559032 -1.2 0.6 0.6
H -12.115712 -0.461844 14.226983 -0.2 -0.8 1.1
H -11.925857 -0.117708 12.764992 0.3 0.4 -1.4
O -15.201332 -0.623310 14.047176 0.7 1.7 0.4
H -15.837140 -0.897865 14.707926 -0.7 0.7 0.5
H -15.036671 -1.411926 13.530269 0.5 -0.9 -1.3
O -16.407772 2.922306 18.042627 -0.2 -0.3 -0.3
H -15.537983 3.242179 17.803111 0.2 0.2 -0.1
H -16.252600 2.337801 18.784580 -0.1 0.0 0.5
O -11.659163 2.560322 14.687171 -0.2 0.1 0.1
H -10.946231 2.234794 15.236713 0.2 -0.1 0.0
H -11.332696 3.388983 14.336507 0.1 0.2 -0.2
O -12.248860 4.952037 11.798835 -0.2 -0.5 0.2
H -11.751643 5.663385 12.202561 0.0 0.4 0.1
H -11.748556 4.724117 11.015273 0.2 0.1 -0.3
O -10.816536 0.250846 11.432068 -0.3 -0.2 0.0
H -10.947935 -0.069904 10.539833 0.2 -0.4 -0.2
H -10.455556 1.130285 11.320223 0.2 0.3 0.2
O -12.706707 1.938093 9.746469 0.0 0.1 0.1
H -12.722111 2.742030 9.227168 -0.1 0.3 -0.4
H -12.097260 1.364196 9.282306 0.1 -0.2 -0.2
O -16.626456 4.713072 14.206030 0.0 -0.4 0.0
H -16.953902 5.246302 13.481685 0.1 0.4 -0.2
H -17.375615 4.622111 14.794867 -0.2 0.1 0.4
O -12.136248 -1.786752 15.409521 -0.1 0.2 0.0
H -12.391843 -2.709128 15.398617 0.1 -0.4 -0.3
H -12.209266 -1.528335 16.328282 0.2 0.2 0.3
O -15.028310 -3.007902 13.342260 0.2 -0.1 0.1
H -15.257998 -3.112650 14.265569 0.0 -0.5 0.4
H -15.653301 -3.562308 12.875083 -0.1 -0.3 -0.4
O -13.733027 0.746325 15.794854 -0.5 0.2 -1.8
H -13.007424 1.028237 16.351849 1.2 0.6 0.3
H -14.263889 0.183755 16.358718 -0.6 -0.2 0.3
O -18.383295 1.769701 13.765560 -0.1 0.2 -0.2
H -18.944598 2.526620 13.597517 -0.3 0.4 0.0
H -18.988872 1.031061 13.828233 -0.3 -0.5 -0.1
```
Positions in Å, forces in eV/Å.



(8)
This record from OMol25 describes a structure of composition CsH2O. The level of theory is wB97M-V/def2-TZVPD.

Properties
Energy above the lowest of the compared OMol25 structures with the same formula, charge and spin, eV: 2.375
Calculated total energy, a.u.: -96.29460
Gap between HOMO and LUMO, hartree: 0.4614
Lowest unoccupied orbital energy, eV: -4.38
Net charge: +1

XYZ file:
```
4
Properties=species:S:1:pos:R:3:forces:R:3
Cs -0.395095 -1.559185 0.304738 -1.1 -6.0 1.5
O -0.106385 0.780865 0.064808 0.0 2.7 -0.3
H -0.280985 0.232885 -0.700353 0.3 2.3 -1.1
H 0.782465 0.545435 0.330807 0.8 1.0 -0.1
```
Positions in Å, forces in eV/Å.